Entry 1:
Here is a structure of composition C12H8F3IrNO4S from the OMol25 dataset. Energies are from ωB97M-V/def2-TZVPD.

Calculated values
calculated total energy	-1619.89249	Ha
⟨S²⟩	6.029
Kohn-Sham gap (spin up / spin down)	5.5622 / 6.2096	eV
net charge	-1
HOMO energy (spin up / spin down)	-2.5 / -5.6	eV
multiplicity	5
ΔE to the lowest compared entry with this formula, charge and spin	0.000	eV

Last column: Löwdin charge in e.
Geometry (Å):
Ir 1.137 -0.695 -0.806  1.65
C -2.987 -0.776 -1.998  -0.11
C -3.611 0.039 -1.004  -0.11
C -2.825 0.554 -0.001  -0.05
C -1.460 0.277 0.081  -0.24
N -0.877 -0.560 -0.894  -0.15
C -1.657 -1.022 -1.912  -0.16
C -0.554 0.776 1.080  -0.21
C -0.921 1.595 2.161  -0.05
C 0.030 2.016 3.071  -0.11
C 1.366 1.636 2.949  -0.11
C 1.744 0.823 1.889  -0.11
C 0.808 0.408 0.954  -0.21
H -3.552 -1.200 -2.817  0.09
H -4.669 0.258 -1.047  0.08
H -3.268 1.190 0.755  0.10
H -1.145 -1.621 -2.655  0.10
H -1.951 1.902 2.292  0.09
H -0.272 2.648 3.898  0.09
H 2.098 1.963 3.677  0.09
H 2.772 0.491 1.794  0.09
O 3.411 -2.169 1.495  -0.31
S 2.915 -2.502 0.189  0.33
O 3.508 -3.637 -0.455  -0.30
O 3.044 -1.241 -0.761  -0.49
O 1.384 -2.592 0.148  -0.45
F 2.597 0.637 -2.885  0.05
C 1.349 0.163 -2.672  -0.69
F 0.526 1.244 -2.766  0.04
F 1.061 -0.604 -3.760  0.03


Entry 2:
Here is a structure of composition C21H37AsIMnN5SSi2 at a distorted geometry from the OMol25 dataset. Energies are from ωB97M-V/def2-TZVPD.

Calculated values
calculated total energy	-5757.79309	Ha
⟨S²⟩	0.774
Kohn-Sham gap (spin up / spin down)	5.9376 / 5.9525	eV
HOMO energy (spin up / spin down)	-6.1 / -6.1	eV
multiplicity	2

Last column: Löwdin charge in e.
Geometry (Å):
Mn -0.075 -0.410 0.227  0.07
C -5.032 0.371 2.887  -0.09
C -4.327 1.727 2.822  -0.24
C -3.477 1.844 1.589  -0.61
N -2.782 0.884 1.113  0.00
N -2.051 1.216 -0.017  -0.04
C -2.246 2.449 -0.365  -0.73
N -1.636 3.007 -1.457  0.11
S -3.312 3.320 0.669  1.10
H -5.572 0.270 3.829  0.07
H -4.309 -0.440 2.803  0.07
H -5.744 0.266 2.067  0.07
H -3.679 1.852 3.693  0.11
H -5.048 2.545 2.844  0.10
H -1.355 2.339 -2.160  0.09
H -2.026 3.859 -1.820  0.09
C 0.478 -1.556 -2.897  -0.08
C 1.608 -1.674 -1.917  -0.40
C 2.865 -2.168 -2.169  -0.09
C 3.620 -2.006 -0.977  -0.09
C 2.788 -1.411 -0.060  -0.39
C 3.154 -1.059 1.345  -0.08
N 1.542 -1.200 -0.622  -0.05
H 0.875 -1.453 -3.910  0.08
H -0.141 -0.684 -2.685  0.03
H -0.189 -2.420 -2.874  0.02
H 3.201 -2.590 -3.107  0.09
H 4.651 -2.286 -0.806  0.09
H 4.205 -1.305 1.503  0.08
H 2.577 -1.615 2.086  0.03
H 3.042 0.009 1.561  0.04
C -3.359 -0.110 -2.523  -0.23
Si -3.317 -1.824 -1.738  0.18
C -4.973 -2.065 -0.906  -0.24
C -3.212 -3.034 -3.157  -0.23
As -1.646 -2.079 -0.159  0.75
Si -1.066 -4.315 -0.324  0.18
C 0.172 -4.548 1.060  -0.24
C -2.591 -5.336 0.046  -0.24
C -0.277 -4.906 -1.901  -0.22
H -3.905 -0.142 -3.472  0.03
H -2.345 0.249 -2.725  -0.01
H -3.860 0.608 -1.864  0.01
H -5.802 -1.961 -1.617  0.03
H -5.095 -1.321 -0.111  0.01
H -5.031 -3.056 -0.445  0.02
H -4.033 -2.838 -3.857  0.03
H -3.294 -4.070 -2.818  0.01
H -2.268 -2.928 -3.698  0.02
H -0.312 -4.369 2.026  0.02
H 0.984 -3.821 0.944  0.01
H 0.610 -5.552 1.072  0.03
H -3.080 -4.920 0.930  0.02
H -2.347 -6.387 0.239  0.03
H -3.310 -5.303 -0.779  0.01
H 0.709 -4.441 -2.015  0.02
H -0.875 -4.656 -2.780  0.01
H -0.147 -5.994 -1.873  0.03
I 0.091 0.015 2.927  1.12
C 0.999 1.568 1.832  -0.71
C 1.818 2.517 2.420  -0.10
C 2.477 3.383 1.566  -0.05
C 2.303 3.250 0.201  -0.03
C 1.455 2.262 -0.273  -0.10
N 0.800 1.439 0.537  -0.09
H 1.945 2.555 3.492  0.11
H 3.142 4.140 1.966  0.12
H 2.823 3.894 -0.496  0.11
H 1.294 2.104 -1.331  0.12


Entry 3:
Here is the ion C7HS2 with charge -1 at a distorted geometry from the OMol25 dataset. Energies are from ωB97M-V/def2-TZVPD.

Calculated values
calculated total energy	-1063.53934	Ha
Kohn-Sham gap	7.6524	eV
net charge	-1
HOMO energy	-4.4	eV
SMILES	S=c1c2cc3c([S-])c-3c12

Last column: Löwdin charge in e.
Geometry (Å):
C 0.706 0.407 1.194  -0.12
C 1.316 0.242 -0.033  -0.03
C 0.242 -0.250 -0.948  -0.26
C -0.658 0.050 1.100  -0.10
C -0.969 -0.391 -0.278  -0.05
C 1.312 -0.423 -1.722  -0.72
C -1.973 0.027 0.609  -0.83
S 2.389 -0.757 -2.845  0.58
S -3.560 0.334 0.837  0.47
H 1.195 0.762 2.086  0.06


Entry 4:
Here is a cluster of 3 separate species, C29H67BrO10P3 in total at a distorted geometry from the OMol25 dataset. Energies are from ωB97M-V/def2-TZVPD.

Calculated values
calculated total energy	-5494.97248	Ha
Kohn-Sham gap	7.2987	eV
net charge	+1
HOMO energy	-10.8	eV

Last column: Löwdin charge in e.
Geometry (Å):
C -1.075 -3.993 6.039  -0.12
C -2.493 -4.688 5.499  -0.31
C -3.291 -3.572 4.605  -0.70
Br -4.633 -2.713 5.880  0.68
P -4.135 -4.254 3.025  1.04
C -5.985 -3.650 3.128  -0.30
C -6.701 -3.981 1.665  -0.21
C -8.166 -3.224 1.660  -0.24
O -8.975 -3.477 0.449  -0.25
C -10.368 -2.972 0.658  -0.10
C -4.221 -6.158 2.918  -0.24
C -2.821 -6.901 2.500  -0.43
C -2.903 -7.391 0.922  -0.11
C -2.675 -8.311 3.386  -0.11
O -3.483 -3.472 1.593  -0.29
C -2.056 -3.775 1.410  -0.21
C -1.219 -2.578 0.606  -0.26
C 0.005 -3.358 -0.223  -0.09
C -0.532 -1.475 1.631  -0.35
C -0.111 -0.164 0.691  -0.11
C 0.860 -2.027 2.329  -0.12
H -1.269 -2.953 6.565  0.09
H -0.538 -4.667 6.856  0.10
H -0.329 -3.821 5.131  0.08
H -3.124 -4.915 6.485  0.10
H -2.321 -5.721 4.976  0.08
H -2.547 -2.715 4.314  0.09
H -6.555 -4.304 3.926  0.11
H -6.067 -2.494 3.323  0.10
H -5.990 -3.642 0.789  0.12
H -6.891 -5.138 1.516  0.12
H -8.715 -3.562 2.646  0.14
H -7.947 -2.061 1.676  0.15
H -11.145 -3.866 0.566  0.11
H -10.649 -2.119 -0.117  0.11
H -10.456 -2.564 1.775  0.10
H -5.001 -6.410 2.049  0.12
H -4.672 -6.659 3.894  0.13
H -1.856 -6.242 2.713  0.12
H -3.736 -8.240 0.886  0.10
H -1.870 -7.919 0.672  0.10
H -3.168 -6.519 0.183  0.08
H -3.656 -8.952 3.164  0.10
H -2.552 -8.087 4.543  0.09
H -1.775 -8.936 2.974  0.09
H -2.009 -4.717 0.681  0.12
H -1.538 -4.023 2.439  0.11
H -1.883 -1.969 -0.141  0.15
H -0.479 -3.967 -1.105  0.09
H 0.844 -2.629 -0.594  0.09
H 0.433 -4.156 0.550  0.09
H -1.287 -1.123 2.474  0.13
H -1.043 0.481 0.369  0.09
H 0.487 -0.501 -0.268  0.09
H 0.633 0.499 1.325  0.09
H 0.725 -3.153 2.699  0.07
H 1.711 -1.917 1.520  0.09
H 1.168 -1.316 3.230  0.10
O 3.108 2.815 1.187  -0.22
P 3.824 4.122 0.766  0.78
O 3.569 4.854 2.225  -0.26
C 4.371 4.452 3.321  -0.30
C 5.827 4.828 3.129  -0.08
O 2.489 4.678 -0.059  -0.26
C 1.752 3.754 -0.854  -0.30
C 0.475 3.357 -0.133  -0.08
O 4.624 5.581 0.294  -0.27
C 3.982 6.847 0.150  -0.29
C 3.635 7.542 1.456  -0.07
H 4.267 3.376 3.485  0.11
H 3.979 4.959 4.212  0.12
H 6.261 4.288 2.282  0.07
H 6.409 4.592 4.023  0.08
H 5.934 5.895 2.916  0.07
H 2.359 2.881 -1.105  0.10
H 1.500 4.248 -1.800  0.12
H 0.661 3.079 0.913  0.07
H -0.010 2.513 -0.634  0.06
H -0.223 4.198 -0.107  0.08
H 3.110 6.790 -0.507  0.11
H 4.703 7.481 -0.376  0.12
H 2.775 7.073 1.943  0.07
H 3.367 8.587 1.275  0.08
H 4.474 7.516 2.157  0.07
O 2.008 3.826 -5.315  -0.21
P 3.501 3.461 -5.507  0.77
O 3.918 4.987 -5.984  -0.26
C 4.015 5.992 -4.990  -0.29
C 5.158 5.733 -4.028  -0.08
O 3.220 2.774 -6.998  -0.26
C 2.063 1.961 -7.160  -0.30
C 0.991 2.731 -7.911  -0.08
O 5.168 3.053 -5.721  -0.27
C 5.847 3.052 -6.976  -0.28
C 6.186 4.429 -7.522  -0.07
H 3.067 6.077 -4.452  0.11
H 4.186 6.944 -5.508  0.13
H 4.983 4.819 -3.451  0.07
H 5.271 6.564 -3.327  0.08
H 6.101 5.598 -4.563  0.07
H 1.697 1.602 -6.195  0.10
H 2.351 1.075 -7.740  0.12
H 0.840 3.738 -7.497  0.07
H 0.034 2.200 -7.883  0.08
H 1.285 2.871 -8.955  0.08
H 5.322 2.452 -7.724  0.11
H 6.793 2.530 -6.795  0.12
H 5.298 4.934 -7.914  0.08
H 6.897 4.349 -8.349  0.08
H 6.623 5.068 -6.750  0.07


Entry 5:
Here is a cluster of 2 separate species, C6H8O3 in total at a distorted geometry from the OMol25 dataset. Energies are from ωB97M-V/def2-TZVPD.

Calculated values
calculated total energy	-458.97144	Ha
Kohn-Sham gap (spin up / spin down)	6.5973 / 6.6016	eV
HOMO energy (spin up / spin down)	-8.7 / -8.7	eV
SMILES	CC1(C)CO1.O=C=C=O
ΔE to the lowest compared entry with this formula, charge and spin	4.864	eV

Last column: Löwdin charge in e.
Geometry (Å):
C 0.636 -0.518 -0.005  -0.52
C -0.676 -1.392 -0.138  -0.08
C 1.276 0.088 -1.217  -0.02
C 1.048 0.009 1.334  -0.02
C -1.582 1.776 -0.136  -0.17
C -2.452 0.901 0.125  -0.19
O 0.635 -1.948 -0.060  -0.06
O -0.892 2.654 -0.507  0.16
O -3.395 0.333 0.546  0.16
H -1.155 -1.447 -1.109  0.11
H -1.300 -1.641 0.714  0.11
H 2.271 -0.344 -1.367  0.10
H 1.415 1.166 -1.101  0.08
H 0.679 -0.091 -2.116  0.09
H 0.295 -0.209 2.098  0.09
H 1.191 1.093 1.308  0.08
H 2.006 -0.431 1.631  0.09


Entry 6:
Here is a structure of composition C12H33FGaO6 at a distorted geometry from the OMol25 dataset. Energies are from ωB97M-V/def2-TZVPD.

Calculated values
calculated total energy	-2953.00750	Ha
Kohn-Sham gap	6.7281	eV
net charge	-1
HOMO energy	-4.4	eV

Last column: Löwdin charge in e.
Geometry (Å):
C -0.984 1.162 2.946  -0.16
O 0.415 1.300 2.641  -0.33
C 0.982 0.087 2.068  -0.33
Ga 3.050 0.429 1.958  0.33
C 3.383 2.374 2.569  -0.24
C 4.909 2.766 2.756  -0.43
O 5.351 3.713 2.066  0.00
F 5.740 2.101 3.707  -0.02
H -1.294 2.140 3.479  0.09
H -1.601 1.129 1.977  0.09
H -1.232 0.317 3.669  0.08
H 0.555 -0.158 1.026  0.04
H 0.871 -0.843 2.725  0.04
H 3.880 -0.676 2.801  -0.11
H 3.506 0.241 0.418  -0.11
H 2.852 2.532 3.576  0.06
H 2.845 3.070 1.830  0.06
C -0.187 -3.940 -0.976  -0.09
C -0.879 -2.591 -0.947  -0.32
O 0.066 -1.558 -0.709  -0.10
H 0.327 -4.127 -0.030  0.07
H -0.905 -4.745 -1.153  0.07
H 0.573 -3.968 -1.763  0.07
H -1.622 -2.560 -0.147  0.10
H -1.387 -2.392 -1.898  0.10
H 0.716 -1.585 -1.425  0.07
C 0.362 2.243 -1.789  -0.08
C 1.149 1.580 -2.901  -0.31
O 1.101 0.168 -2.757  -0.10
H 0.765 1.962 -0.813  0.08
H 0.393 3.332 -1.884  0.07
H -0.682 1.918 -1.809  0.06
H 2.195 1.889 -2.866  0.12
H 0.742 1.848 -3.883  0.09
H 0.172 -0.097 -2.799  0.06
C -2.630 2.996 -4.934  -0.09
C -2.783 1.488 -4.952  -0.32
O -2.418 0.941 -3.691  -0.09
H -1.599 3.274 -4.701  0.07
H -2.902 3.428 -5.900  0.07
H -3.263 3.440 -4.160  0.07
H -2.133 1.047 -5.711  0.11
H -3.816 1.202 -5.174  0.10
H -3.001 1.328 -3.026  0.09
C -2.055 -3.614 3.417  -0.09
C -0.974 -2.606 3.077  -0.34
O -0.065 -2.477 4.162  -0.09
H -2.599 -3.305 4.314  0.07
H -2.765 -3.719 2.593  0.07
H -1.618 -4.594 3.632  0.07
H -1.413 -1.627 2.885  0.09
H -0.418 -2.915 2.186  0.10
H 0.326 -3.346 4.320  0.09


Entry 7:
Here is a structure of composition C23H40BaNO3P2 at a distorted geometry from the OMol25 dataset. Energies are from ωB97M-V/def2-TZVPD.

Calculated values
calculated total energy	-1888.90299	Ha
Kohn-Sham gap	4.8766	eV
net charge	+1
HOMO energy	-7.9	eV
ΔE to the lowest compared entry with this formula, charge and spin	1.491	eV

Last column: Löwdin charge in e.
Geometry (Å):
Ba 0.888 1.502 -1.199  1.56
P 2.647 -0.998 -0.787  0.72
C 2.699 -1.316 -2.621  -0.33
C 1.360 -1.511 -3.336  -0.33
N 0.266 -0.840 -2.887  0.01
C -0.929 -1.109 -3.469  -0.31
C -1.048 -1.955 -4.577  -0.02
C 0.101 -2.541 -5.126  -0.02
C 1.327 -2.313 -4.483  -0.02
C -2.225 -0.506 -2.934  -0.30
P -2.073 1.018 -1.899  0.70
H 2.265 -2.762 -4.827  0.12
H -2.052 -2.097 -4.998  0.13
H 0.034 -3.152 -6.031  0.12
H -2.859 -0.218 -3.795  0.09
H -2.791 -1.272 -2.377  0.11
H 3.263 -0.477 -3.101  0.10
H 3.308 -2.241 -2.715  0.10
H 1.758 4.324 -3.335  0.04
O 1.974 3.429 -3.669  -0.13
H 2.662 3.594 -4.355  0.07
H -1.049 4.815 -1.183  0.03
O -0.549 5.248 -1.905  -0.08
H -0.939 6.148 -1.939  0.07
C -2.398 2.193 -3.259  -0.29
H -3.422 1.942 -3.589  0.05
H -2.357 3.222 -2.896  0.03
H -1.709 2.065 -4.100  0.06
C -3.713 1.031 -1.120  -0.27
H -3.792 1.941 -0.516  0.05
H -4.466 1.053 -1.928  0.06
H -3.870 0.153 -0.484  0.06
C 2.809 -2.724 -0.188  -0.25
H 3.809 -3.084 -0.494  0.05
H 2.720 -2.698 0.905  0.04
H 2.021 -3.365 -0.600  0.06
C 4.409 -0.519 -0.572  -0.29
H 4.550 -0.276 0.496  0.05
H 5.033 -1.389 -0.859  0.05
H 4.663 0.372 -1.174  0.04
C -1.653 3.312 2.504  -0.07
C -0.673 2.219 2.085  -0.42
C 0.715 2.812 1.791  -0.14
C -0.530 1.096 3.104  -0.17
C -0.344 1.334 4.458  -0.07
C -0.220 0.259 5.361  -0.10
C -0.303 -1.047 4.873  -0.08
C -0.360 -1.324 3.529  -0.14
C -0.456 -2.794 3.108  -0.38
C 0.762 -3.598 3.585  -0.08
C -1.681 -3.492 3.728  -0.08
C -0.237 -0.224 2.582  -0.36
O 0.206 -0.349 1.387  -0.21
H -1.349 3.751 3.461  0.08
H -2.670 2.900 2.603  0.09
H -1.670 4.106 1.740  0.07
H -1.104 1.785 1.171  0.08
H 1.068 3.353 2.678  0.10
H 1.470 2.019 1.605  0.05
H 0.685 3.556 0.971  0.04
H -0.273 2.374 4.802  0.10
H -0.085 0.432 6.431  0.09
H -0.321 -1.916 5.543  0.11
H -0.529 -2.810 2.016  0.12
H 0.819 -3.561 4.681  0.08
H 0.661 -4.650 3.292  0.07
H 1.695 -3.203 3.171  0.06
H -2.619 -3.025 3.410  0.08
H -1.703 -4.548 3.435  0.07
H -1.626 -3.457 4.823  0.07


Entry 8:
Here is a structure of composition C2H3DyLiO2 at a distorted geometry from the OMol25 dataset. Energies are from ωB97M-V/def2-TZVPD.

Calculated values
calculated total energy	-1120.42644	Ha
⟨S²⟩	12.022
Kohn-Sham gap (spin up / spin down)	7.5282 / 8.6274	eV
net charge	+2
HOMO energy (spin up / spin down)	-17.1 / -18.2	eV
multiplicity	7
ΔE to the lowest compared entry with this formula, charge and spin	0.000	eV

Last column: Löwdin charge in e.
Geometry (Å):
H 1.389 0.593 -2.413  0.26
O -1.144 0.189 -0.094  -0.23
C -0.576 1.167 -0.763  -0.03
C 0.829 1.019 -1.169  -0.32
O 1.565 0.151 -0.389  -0.61
Li 3.210 -0.305 -1.093  0.85
Dy 0.209 -1.102 0.907  1.79
H -1.215 1.904 -1.267  0.17
H 1.376 1.965 -1.313  0.13